Record 1
Below is a molecular structure, C18H54Cu2O22S in a non-equilibrium geometry, with properties calculated with the ωB97M-V functional and the def2-TZVPD basis.

Structure (ORCA input):
```
! RIJCOSX wB97M-V def2-TZVPD def2/J DEFGRID3
* xyz 2 3
Cu -4.07987 1.44290 0.04850
Cu 2.15365 1.52426 0.19737
S -0.94835 0.06636 -0.18349
O -1.24067 -0.91477 0.87272
O -0.51952 -0.69749 -1.34110
O -2.16893 0.83877 -0.49765
O 0.16372 0.92068 0.23449
C 3.81269 -1.05796 0.23703
C 4.17115 -0.45374 -1.08115
O 4.09113 0.99334 -1.04811
O 2.46917 -0.63991 0.55007
H 4.49446 -0.85492 1.06092
H 3.81978 -2.12589 0.00523
H 3.45223 -0.81281 -1.82573
H 5.12922 -0.72234 -1.52955
H 4.52980 1.31744 -1.83993
H 1.99950 -1.47187 0.74503
C 1.74328 -3.41050 -1.44122
C 2.64798 -4.33585 -2.21150
O 2.88697 -5.53349 -1.48450
O 1.76387 -2.16717 -2.13897
H 2.15264 -3.20437 -0.44454
H 0.74886 -3.85507 -1.37057
H 3.59574 -3.88522 -2.52364
H 2.20189 -4.60002 -3.17617
H 3.20686 -6.25206 -2.03237
H 1.04233 -1.62465 -1.79559
C 1.05157 3.16717 -2.08504
C 2.05284 4.05842 -1.31829
O 2.21563 3.58580 0.02870
O 1.58440 1.83771 -2.04925
H 0.94579 3.46002 -3.13143
H 0.02983 3.21677 -1.69926
H 1.71130 5.07979 -1.47515
H 3.00897 3.90951 -1.82039
H 2.09211 4.34313 0.61183
H 1.12477 1.24568 -2.66841
C 3.77363 2.26501 2.88341
C 2.56678 1.61906 3.51756
O 1.45105 1.93105 2.70980
O 3.92531 1.80620 1.51394
H 4.67599 1.97983 3.42504
H 3.71745 3.35388 2.89492
H 2.42782 2.11788 4.48363
H 2.73576 0.56094 3.73033
H 0.77682 1.38122 3.16621
H 4.84026 1.97898 1.27086
C -4.78113 -1.39492 1.13970
C -4.74188 -1.53939 -0.40152
O -5.16791 -0.27281 -0.97758
O -3.82302 -0.35468 1.37129
H -4.51066 -2.37737 1.52731
H -5.78014 -1.08635 1.43382
H -5.48654 -2.29058 -0.66516
H -3.75456 -1.82524 -0.75547
H -5.91663 -0.46351 -1.55091
H -2.91135 -0.68182 1.14699
C 0.60584 -3.75243 1.95468
C -0.92028 -3.84720 2.02636
O -1.49894 -3.53830 0.75422
O 1.08291 -2.44711 1.64578
H 0.97716 -4.46220 1.20674
H 1.07973 -4.14289 2.85897
H -1.37544 -3.20497 2.78930
H -1.22921 -4.84922 2.32107
H -1.40655 -2.57807 0.63857
H 0.31919 -1.93581 1.35202
C -2.77762 2.95627 -2.44024
C -2.95054 4.47864 -2.43317
O -3.23438 4.98535 -1.13487
O -4.00286 2.38892 -1.93990
H -1.92216 2.70644 -1.82256
H -2.54134 2.71796 -3.47591
H -3.75890 4.77840 -3.10895
H -2.04238 4.99717 -2.75887
H -3.55521 5.88789 -1.21427
H -4.64286 2.48578 -2.65572
C -1.05214 0.07757 -4.72238
C -2.39143 -0.42840 -4.19355
O -2.28076 -1.51601 -3.32268
O -0.25667 0.74658 -3.72091
H -1.09768 0.69319 -5.62164
H -0.46202 -0.76985 -5.08986
H -2.98065 -0.74950 -5.05646
H -2.93233 0.46189 -3.84858
H -1.74854 -1.18661 -2.58104
H -0.38672 0.23624 -2.90728
C -1.11924 0.25688 5.19544
C -0.00760 -0.03219 6.19601
O 0.54129 -1.36131 6.04609
O -0.61144 0.64410 3.90433
H -1.78308 1.04979 5.54108
H -1.67634 -0.66017 4.99267
H -0.26671 0.08106 7.24835
H 0.75401 0.72992 5.99772
H 1.47078 -1.15000 5.91599
H -1.07271 0.15724 3.22032
*
```

Values from the calculation:
Energy, eV: -164682.3948
M, g mol⁻¹: 781.77
ΔE to the lowest compared entry with this formula, charge and spin, eV: 0.000

Record 2
Below is 10 unconnected molecules or ions with the total composition C48H74BrFO33S in a non-equilibrium geometry, with properties calculated with the ωB97M-V functional and the def2-TZVPD basis.

Structure (ORCA input):
```
! RIJCOSX wB97M-V def2-TZVPD def2/J DEFGRID3
* xyz 0 1
C -0.73724 5.77243 -5.09487
C -0.20896 5.69605 -3.66972
O -1.00966 6.55201 -2.86329
C -0.65270 6.59556 -1.48786
C -1.45183 5.61542 -0.63056
C -0.72126 4.33608 -0.20521
C -1.68991 3.36349 0.47524
C -1.01706 2.04439 0.85527
C -1.93482 0.89425 1.31599
C -2.82885 0.42819 0.12750
C -2.12987 0.26193 -1.22466
C -3.01398 -0.44471 -2.22644
F -4.17195 0.30817 -2.46433
C -2.95298 1.23012 2.39544
O -3.49128 2.23786 2.67287
O -3.28754 0.09862 3.07654
C -2.32656 -0.92035 2.84690
Br -3.17361 -2.48259 2.07099
C -1.18188 -0.24716 2.05496
S -0.11906 0.58761 3.30717
C -0.36583 -1.21252 1.20061
O 0.74123 -0.60155 0.59850
C 2.02005 -0.82820 1.15653
C 2.89425 -1.67379 0.22248
O 2.54353 -1.42367 -1.11188
C 3.14601 -2.32314 -2.02645
C 3.14540 -1.73660 -3.42572
O 2.13871 -2.33318 -4.22222
C 2.45847 -2.42799 -5.60104
C 1.50547 -3.41870 -6.26913
H -0.56988 4.83161 -5.62595
H -1.81127 5.96727 -5.07143
H -0.25368 6.57042 -5.66084
H -0.26712 4.66730 -3.29202
H 0.83152 6.03912 -3.61827
H -0.86444 7.62175 -1.17183
H 0.42403 6.42048 -1.36970
H -1.77069 6.10320 0.29681
H -2.35143 5.33692 -1.19264
H -0.22295 3.86643 -1.06084
H 0.04249 4.61708 0.53192
H -2.55096 3.19503 -0.18163
H -2.06948 3.84756 1.37738
H -0.44608 1.67721 -0.00292
H -0.26672 2.25478 1.62506
H -3.58397 1.21047 -0.00497
H -3.37645 -0.47705 0.38065
H -1.87460 1.24059 -1.64309
H -1.19979 -0.30673 -1.14871
H -2.51479 -0.56803 -3.18944
H -3.34386 -1.41921 -1.85322
H -2.00384 -1.29507 3.81548
H -0.11680 -0.43771 4.16347
H -0.08782 -2.09699 1.79175
H -1.00979 -1.57350 0.39564
H 2.49231 0.13890 1.35253
H 1.93558 -1.33992 2.12163
H 2.80933 -2.74607 0.45789
H 3.94631 -1.39382 0.39272
H 4.17257 -2.54319 -1.72046
H 2.59527 -3.27504 -2.03881
H 4.12944 -1.88397 -3.88896
H 2.98888 -0.65152 -3.34221
H 2.35423 -1.45642 -6.08646
H 3.49854 -2.75743 -5.72665
H 0.70681 -2.91460 -6.81567
H 2.04057 -4.05196 -6.98008
H 1.05969 -4.06418 -5.50884
O 0.52273 -0.01941 -8.98695
C 0.63548 0.71619 -8.06363
O 0.02258 1.91595 -7.94380
C 0.21088 2.39825 -6.60978
C 1.46730 1.66030 -6.17818
O 1.39781 0.47150 -6.97083
H 0.31492 3.47937 -6.62263
H -0.65900 2.12001 -6.01260
H 2.37938 2.19996 -6.43698
H 1.48540 1.39573 -5.12433
O -4.46779 -4.43556 5.10104
C -4.44540 -3.37082 5.62672
O -3.47162 -2.44702 5.45100
C -3.88724 -1.21465 6.06828
C -4.88646 -1.70680 7.09513
O -5.37298 -2.91500 6.49621
H -3.03096 -0.70937 6.50722
H -4.34383 -0.58013 5.30914
H -4.40754 -1.95817 8.04151
H -5.70818 -1.02024 7.27388
O -0.77790 7.50339 2.60719
C -1.23851 6.62286 3.26085
O -2.40558 6.67553 3.93325
C -2.71381 5.35548 4.41472
C -1.34400 4.70657 4.46469
O -0.64397 5.42292 3.43725
H -3.21166 5.42002 5.37781
H -3.36787 4.86025 3.69777
H -0.83602 4.87414 5.41606
H -1.35246 3.64801 4.23363
O -6.65010 9.60691 -3.42444
C -5.70039 9.25953 -2.80398
O -5.19246 9.92210 -1.73561
C -4.20765 9.09489 -1.11081
C -3.78927 8.17825 -2.24736
O -4.97433 8.14698 -3.05193
H -3.40283 9.70950 -0.71769
H -4.68034 8.54819 -0.29155
H -2.96994 8.58891 -2.83790
H -3.52712 7.17388 -1.93181
O 6.74782 -2.58539 -3.81500
C 6.88441 -3.56299 -3.14932
O 6.37984 -3.70980 -1.90297
C 6.51720 -5.08410 -1.51312
C 7.66887 -5.54943 -2.38254
O 7.54050 -4.67419 -3.52449
H 6.71838 -5.15650 -0.44993
H 5.58363 -5.60031 -1.74763
H 8.63608 -5.38669 -1.91270
H 7.59163 -6.58166 -2.70670
O -2.66508 -0.02032 9.06778
C -2.23972 -1.05794 9.46376
O -2.24998 -1.46646 10.74659
C -1.88818 -2.85323 10.79176
C -1.11073 -3.02153 9.49641
O -1.69547 -2.00802 8.66770
H -1.30699 -3.05013 11.68735
H -2.80148 -3.44927 10.80861
H -0.04928 -2.80156 9.61631
H -1.23313 -3.99340 9.02780
O 8.35552 -7.28489 -0.14020
C 8.35121 -8.45759 -0.36480
O 8.59610 -9.42185 0.53251
C 8.25706 -10.68807 -0.06383
C 8.37119 -10.38411 -1.54594
O 8.08165 -8.97660 -1.57772
H 8.94351 -11.45222 0.28775
H 7.23657 -10.94378 0.21965
H 9.38011 -10.53750 -1.93244
H 7.65321 -10.92589 -2.14860
O -8.00107 5.56789 5.70588
C -7.55048 5.96943 4.68506
O -6.34767 6.58255 4.55947
C -6.04380 6.71157 3.16969
C -7.42184 6.66145 2.53163
O -8.15702 5.88082 3.47951
H -5.50678 7.63896 2.99002
H -5.41964 5.86808 2.86743
H -7.88138 7.64816 2.45733
H -7.44437 6.17618 1.56001
O 5.21430 -10.92379 -1.81036
C 4.98509 -10.31870 -2.81068
O 5.89769 -9.57071 -3.46908
C 5.34328 -9.18708 -4.73630
C 3.85051 -9.28488 -4.46725
O 3.79764 -10.28470 -3.43961
H 5.68122 -8.18789 -4.99533
H 5.68075 -9.89637 -5.49272
H 3.43715 -8.35724 -4.06987
H 3.26527 -9.60844 -5.32234
*
```

Values from the calculation:
Energy, eV: -202138.4905
SMILES: CCOCCCCC[C@]1(CCCF)C(=O)O[C@@H](Br)[C@@]1(S)COCCOCCOCC.O=C1OCCO1.O=C1OCCO1.O=C1OCCO1.O=C1OCCO1.O=C1OCCO1.O=C1OCCO1.O=C1OCCO1.O=C1OCCO1.O=C1OCCO1
M, g mol⁻¹: 1310.06

Record 3
Below is a molecular structure, C13H14N4O2Pd, with properties calculated with the ωB97M-V functional and the def2-TZVPD basis.

Structure (ORCA input):
```
! RIJCOSX wB97M-V def2-TZVPD def2/J DEFGRID3
* xyz 0 1
Pd 0.81768 1.04951 -0.66277
N -1.31432 -1.37303 0.22746
C -0.08748 -1.42872 0.80285
O 0.07802 -1.24702 2.00103
C 1.07458 -1.72904 -0.13018
C 1.16220 -0.79224 -1.33039
H -2.06696 -1.02294 0.79809
H -1.39081 -1.21784 -0.76493
H 0.97137 -2.76403 -0.47534
H 1.97457 -1.67050 0.47683
H 0.43387 -1.01294 -2.10751
H 2.16282 -0.78997 -1.76376
C 2.22609 0.82760 3.25396
C 1.73100 1.24882 1.91903
O 2.27031 0.84540 0.88359
C 0.54963 2.14148 1.78510
C -0.60941 1.92239 2.52396
C -1.74183 2.67358 2.25085
C -1.72437 3.65079 1.26212
C -0.55562 3.90360 0.55736
C 0.58511 3.15312 0.81265
H 3.20719 0.36935 3.16171
H 1.52260 0.07688 3.62565
H 2.24037 1.66394 3.95130
H -0.63942 1.12607 3.25551
H -2.65409 2.48376 2.80101
H -2.61908 4.20908 1.02106
H -0.53991 4.67839 -0.19784
H 1.51346 3.37793 0.29524
N -3.70594 4.30955 -1.35314
C -3.00844 3.66046 -2.01029
N -2.22231 2.95859 -2.81590
C -1.44499 2.08722 -2.30918
N -0.71607 1.24969 -1.93023
*
```

Values from the calculation:
Energy, eV: -27242.6126
M, g mol⁻¹: 364.70
ΔE to the lowest compared entry with this formula, charge and spin, eV: 0.162